Below is the molecule C4H7NO2, with properties calculated with ωB97M-V/def2-TZVPD.

Summary:
* structure (SMILES): O=CN1CC(O)C1
* E_LUMO: 0.61 eV
* gap between HOMO and LUMO: 10.05 eV
* energy above the lowest of the compared OMol25 structures with the same formula, charge and spin: 40.07 kcal per mole
* total charge: 0
* total energy: -361.8170 a.u.

```
14
Properties=species:S:1:pos:R:3:forces:R:3:mulliken_charge:R:1
O -2.905 -0.010 0.773 0.27 0.06 0.15 -0.586
C -1.799 0.295 1.180 -0.06 -0.03 -0.09 0.050
N -0.647 -0.027 0.569 -0.31 0.04 0.10 0.111
C 0.732 0.378 0.777 0.06 0.26 -0.05 -0.744
C 1.080 -0.197 -0.610 0.02 -0.38 0.28 0.192
O 1.511 0.795 -1.499 -0.12 -0.05 -0.23 -0.536
C -0.394 -0.687 -0.698 -0.05 0.26 -0.19 -0.590
H -1.621 0.874 2.108 -0.13 -0.03 -0.10 0.326
H 1.204 -0.195 1.571 0.20 0.36 0.30 0.235
H 0.851 1.466 0.850 0.27 -0.31 0.15 0.343
H 1.789 -1.032 -0.556 -0.02 0.19 -0.10 0.321
H 1.647 0.385 -2.362 0.00 0.15 0.09 0.312
H -0.449 -1.766 -0.583 -0.32 -0.17 -0.41 0.245
H -1.000 -0.279 -1.519 0.19 -0.35 0.08 0.323
```
Positions in Å, forces in eV/Å.